No. 1
Entry from OMol25: a molecular structure, C33H43BLuN7S (the ωB97M-V functional and the def2-TZVPD basis).

```
86
Properties=species:S:1:pos:R:3:forces:R:3
Lu 0.070139 0.388506 -0.155305 -0.1 0.1 -0.2
C -3.274349 0.639787 0.692324 0.0 -0.1 0.0
C -3.162069 1.497116 1.944760 -0.1 0.1 0.0
C -3.075153 0.622623 3.194809 0.0 0.0 0.1
C -2.014467 2.459862 1.866480 0.0 -0.1 -0.1
C -1.945682 3.713949 2.481779 0.0 0.0 0.0
C -0.736284 4.233204 2.082303 0.1 0.0 0.0
N -0.132131 3.340392 1.289395 0.0 0.1 0.0
N -0.906936 2.234793 1.150508 -0.1 0.1 0.1
B 1.139906 3.567940 0.459173 0.0 0.0 0.0
N 2.221191 2.554577 0.880278 0.0 0.0 0.0
C 3.471958 2.784604 1.297375 -0.1 0.1 0.0
C 4.063495 1.577958 1.607975 0.0 -0.1 0.0
C 3.079965 0.616645 1.341750 -0.1 0.0 0.0
N 1.972516 1.225758 0.910226 0.1 0.0 0.0
C 3.120094 -0.873160 1.514815 0.0 0.0 0.0
C 4.463600 -1.448934 1.076898 0.0 0.0 0.0
C 2.790425 -1.249348 2.959428 0.0 0.0 0.0
N 0.772703 3.434369 -1.036006 -0.1 0.0 -0.1
C 1.071205 4.298208 -2.015121 0.0 0.0 0.0
C 0.556357 3.822808 -3.200311 -0.1 0.0 0.0
C -0.069805 2.618234 -2.854338 0.1 0.0 0.0
N 0.062892 2.393082 -1.547694 0.1 0.0 0.0
C -0.799825 1.655185 -3.737288 0.0 0.0 0.0
C -2.153423 2.221918 -4.169580 0.0 0.0 0.0
C 0.053912 1.270907 -4.943680 0.0 0.0 0.0
H -4.214457 0.084071 0.686512 0.0 0.0 0.0
H -2.481000 -0.113978 0.712693 0.0 0.0 0.0
H -3.224318 1.236967 -0.221402 0.0 0.0 0.0
H -4.063920 2.114318 2.018935 0.0 0.0 0.0
H -2.192103 -0.016909 3.148692 0.0 0.0 0.0
H -3.956468 -0.017239 3.269827 0.0 0.0 0.0
H -3.019023 1.232654 4.096871 0.0 0.0 0.0
H -2.680282 4.171671 3.120429 0.0 0.0 0.0
H -0.261751 5.176204 2.292584 0.0 0.0 0.0
H 1.564876 4.671651 0.653417 0.0 0.1 0.0
H 3.848860 3.791916 1.349630 0.0 0.0 0.0
H 5.062300 1.417338 1.972053 0.0 0.0 0.0
H 2.336274 -1.296225 0.876425 0.0 0.0 0.0
H 5.276092 -1.058496 1.693738 0.0 0.0 0.0
H 4.675176 -1.207063 0.035816 0.0 0.0 0.0
H 4.461564 -2.534119 1.183619 0.0 0.0 0.0
H 3.527979 -0.830084 3.648054 0.0 0.0 0.0
H 2.791955 -2.334096 3.075360 0.0 0.0 0.0
H 1.802017 -0.882577 3.235340 0.0 0.0 0.0
H 1.629351 5.192474 -1.794861 0.0 0.0 0.0
H 0.619402 4.280099 -4.171509 0.0 0.0 0.0
H -0.979947 0.755787 -3.143226 0.0 0.0 0.0
H -2.021195 3.123377 -4.770749 0.0 0.0 0.0
H -2.766536 2.483160 -3.305786 0.0 0.0 0.0
H -2.698293 1.492833 -4.771530 0.0 0.0 0.0
H 0.223676 2.136827 -5.587095 0.0 0.0 0.0
H -0.449320 0.507817 -5.539725 0.0 0.0 0.0
H 1.022925 0.881827 -4.631234 0.0 0.0 0.0
S 2.411858 -1.691644 -3.857612 -0.1 0.2 0.0
C 3.503086 -0.537115 -3.224633 0.1 -0.1 0.2
C 2.997980 0.098440 -2.125253 0.0 0.1 -0.2
C 1.665577 -0.284160 -1.773139 0.1 -0.2 0.0
C 1.236210 -1.243169 -2.658732 0.0 0.1 0.2
C -0.096442 -1.818828 -2.615737 0.0 -0.1 0.0
C -0.488973 -2.888521 -3.424653 -0.1 0.0 0.0
C -1.765961 -3.393067 -3.312064 0.0 0.0 0.0
C -2.636605 -2.834772 -2.385644 0.0 0.1 0.1
C -2.178836 -1.782475 -1.616643 0.0 -0.1 -0.1
N -0.952089 -1.264452 -1.728206 0.0 0.0 0.0
H 4.470004 -0.404750 -3.684658 0.0 0.0 0.0
H 3.564816 0.850230 -1.588166 0.0 0.0 0.0
H 0.214597 -3.319160 -4.123219 0.0 0.0 0.0
H -2.078665 -4.221742 -3.933857 0.0 0.0 0.0
H -3.642402 -3.205615 -2.254214 0.0 0.0 0.0
H -2.821370 -1.332338 -0.874912 0.0 0.0 0.0
C -2.211055 -3.127107 3.796772 0.0 0.0 0.0
C -1.139415 -3.481037 2.758929 0.0 0.0 0.0
C 0.098917 -4.039125 3.471401 0.0 0.0 0.0
C -1.691825 -4.534943 1.790585 0.0 0.0 0.0
C -0.766649 -2.275706 2.001219 0.0 -0.1 0.1
C -0.456700 -1.278472 1.372901 0.1 0.0 0.0
H -2.494686 -4.018576 4.361090 0.0 0.0 0.0
H -3.102376 -2.727348 3.311897 0.0 0.0 0.0
H -1.840346 -2.377967 4.496782 0.0 0.0 0.0
H -0.164893 -4.935404 4.037801 0.0 0.0 0.0
H 0.511390 -3.301050 4.159931 0.0 0.0 0.0
H 0.872230 -4.299772 2.747909 0.0 0.0 0.0
H -1.967150 -5.440516 2.336291 0.0 0.0 0.0
H -0.946961 -4.793423 1.037278 0.0 0.0 0.0
H -2.577346 -4.157636 1.276710 0.0 0.0 0.0
```
Positions in Å, forces in eV/Å.

Calculated values
net charge	0
max |F|	0.22	eV/A
E_LUMO	0.00930	Eh
energy above the lowest of the compared OMol25 structures with the same formula, charge and spin	0.0	kJ/mol

Löwdin population analysis, charges in e, atoms 1 to 2:
1. Lu 1.56
2. C -0.09

No. 2
Entry from OMol25: a molecular structure, C33H43IN4O5PSSn (the ωB97M-V functional and the def2-TZVPD basis).

```
89
Properties=species:S:1:pos:R:3:forces:R:3
Sn 0.186255 -0.090796 -0.564776 0.0 0.1 0.2
I 0.926035 0.911724 2.254319 -0.1 -0.1 0.0
C 2.748854 1.469712 1.365738 0.0 0.0 0.0
C 3.565473 2.243842 2.138509 0.0 0.0 0.0
C 4.831229 2.616665 1.649226 0.0 0.0 0.0
C 5.228689 2.174958 0.422757 0.0 0.0 0.0
C 4.384955 1.369679 -0.379738 0.0 0.0 0.0
C 4.849087 0.913341 -1.638929 0.0 0.0 0.0
C 4.067584 0.135791 -2.435466 0.0 0.0 0.0
C 2.758570 -0.180186 -2.021488 0.0 0.0 0.0
C 2.266899 0.240079 -0.814390 0.0 0.0 0.0
C 3.082522 1.007044 0.068680 0.0 0.0 0.0
H 3.255961 2.570237 3.122429 0.0 0.0 0.0
H 5.477897 3.232881 2.258145 0.0 0.0 0.0
H 6.208216 2.430798 0.039146 0.0 0.0 0.0
H 5.849087 1.190624 -1.948113 0.0 0.0 0.0
H 4.431547 -0.227615 -3.386723 0.0 0.0 0.0
H 2.145163 -0.760006 -2.693622 0.0 0.0 0.0
C 0.940396 2.118071 -3.444056 0.0 0.0 0.0
C 1.371662 2.946072 -2.265318 0.0 0.0 0.0
C 2.497704 3.750758 -2.367685 0.0 0.0 0.0
C 2.863269 4.597089 -1.332858 0.0 0.0 0.0
C 2.075449 4.688961 -0.198791 0.0 0.0 0.0
C 0.925677 3.918526 -0.052013 0.0 0.0 0.0
C 0.052301 4.143217 1.154255 0.0 0.0 0.0
C 0.621610 3.023337 -1.086297 0.0 0.0 0.1
N -0.428231 2.053542 -0.880738 0.1 -0.1 -0.3
C -1.660912 2.349920 -0.785928 -0.1 0.0 0.1
C -2.240439 3.691578 -1.054657 0.0 0.0 0.0
C -2.585932 1.202361 -0.410757 0.0 0.0 -0.1
C -4.037242 1.495533 -0.288068 0.0 0.0 0.0
N -2.050373 0.055543 -0.221767 0.0 0.0 0.1
C -2.899513 -1.108518 -0.031437 0.0 0.0 0.0
C -3.585987 -1.620089 -1.134011 0.0 0.0 0.0
C -3.618213 -0.940582 -2.474312 0.0 0.0 0.0
C -4.347755 -2.775073 -0.939351 0.0 0.0 0.0
C -4.453860 -3.365006 0.306535 0.0 0.0 0.0
C -3.803829 -2.798928 1.400476 0.0 0.0 0.0
C -3.025501 -1.656995 1.251434 0.0 0.0 0.0
C -2.423773 -0.991679 2.454319 0.0 0.1 0.0
H 1.804540 1.782126 -4.015341 0.0 0.0 0.0
H 0.324774 2.724469 -4.113144 0.0 0.0 0.0
H 0.348753 1.242346 -3.178929 0.0 0.0 0.0
H 3.086165 3.718828 -3.276198 0.0 0.0 0.0
H 3.750917 5.209007 -1.422744 0.0 0.0 0.0
H 2.341990 5.384361 0.587517 0.0 0.0 0.0
H 0.659969 4.357909 2.032453 0.0 0.0 0.0
H -0.594049 3.299519 1.396880 0.0 0.1 0.0
H -0.585067 5.015682 0.993192 0.0 0.0 0.0
H -1.471387 4.392220 -1.366048 0.0 0.0 0.0
H -2.752237 4.083672 -0.173983 0.0 0.0 0.0
H -2.987755 3.607198 -1.847628 0.0 0.0 0.0
H -4.178170 2.279404 0.460965 0.0 0.0 0.0
H -4.611787 0.620179 -0.003041 0.0 0.0 0.0
H -4.424190 1.894372 -1.227846 0.0 0.0 0.0
H -4.464170 -0.249047 -2.516471 0.0 0.0 0.0
H -3.766563 -1.673184 -3.264085 0.0 0.0 0.0
H -2.708818 -0.387034 -2.694126 0.0 0.0 0.0
H -4.888320 -3.189064 -1.781450 0.0 0.0 0.0
H -5.075998 -4.240825 0.440543 0.0 0.0 0.0
H -3.945269 -3.218030 2.389577 0.0 0.0 0.0
H -2.587149 -1.588936 3.350048 0.0 0.0 0.0
H -2.878434 -0.014160 2.633374 0.0 0.0 0.0
H -1.354265 -0.840072 2.325418 0.1 0.0 0.0
N -1.190584 -4.469283 -0.243299 0.0 -0.1 0.0
C 0.219008 -4.565256 0.237932 0.0 0.0 0.0
P 0.894321 -3.001995 0.919541 0.0 0.0 0.0
O 2.356645 -2.888879 0.730688 0.0 0.0 0.0
O -0.080271 -1.905902 0.453883 0.0 -0.1 -0.1
C 0.731062 -3.102287 2.777166 0.0 0.0 0.0
N 2.141478 -3.165175 3.302561 0.0 0.0 0.0
H -1.559842 -5.398162 -0.454860 0.0 0.0 0.0
H -1.244912 -3.912465 -1.138785 -0.1 0.1 0.0
H -1.832745 -4.024859 0.424598 0.0 0.0 0.0
H 0.850006 -4.826268 -0.611142 0.0 0.0 0.0
H 0.289556 -5.359678 0.980664 0.0 0.0 0.0
H 0.169271 -3.959253 3.142166 0.0 0.0 0.0
H 0.262051 -2.195376 3.150595 0.0 0.0 0.0
H 2.751074 -2.981577 2.465765 0.0 0.0 0.0
H 2.382089 -4.082553 3.680328 0.0 0.0 0.0
H 2.322402 -2.474263 4.030810 0.0 0.0 0.0
C 0.026397 -2.218942 -4.563700 0.0 0.0 0.0
S -0.162016 -2.353556 -2.827327 0.0 0.1 -0.1
O 1.026429 -2.882348 -2.210072 0.0 0.0 0.0
O -1.378611 -3.099746 -2.555970 0.0 0.0 0.0
O -0.364552 -0.892133 -2.383802 0.0 0.0 0.0
H 0.080803 -3.233467 -4.955197 0.0 0.0 0.0
H 0.947722 -1.680797 -4.774738 0.0 0.0 0.0
H -0.838858 -1.699194 -4.969147 0.0 0.0 0.0
```
Positions in Å, forces in eV/Å.

Calculated values
net charge	+3
max |F|	0.28	eV/A
E_LUMO	-0.32910	Eh
energy above the lowest of the compared OMol25 structures with the same formula, charge and spin	0.0	kJ/mol

Löwdin population analysis, charges in e, atoms 1 to 2:
1. Sn 1.19
2. I 1.24